# 1
C6H10O | the ωB97M-V functional and the def2-TZVPD basis

Properties
HOMO level: -9.63 eV
Orbital gap: 10.55 eV
SMILES: C#CCC(=O)CC.[H][H]
Lowest unoccupied orbital energy: 0.93 eV
Energy relative to the best compared isomer or geometry (same formula, charge and spin): 58.5 kcal per mole
Charge: 0
Electronic energy: -8428.706 eV

Atoms and positions in Å:
C1 -1.09848 1.86817 -0.66539
C2 0.03557 1.22075 0.12346
C3 -0.28322 -0.21974 0.46935
C4 0.87436 -1.21502 0.34672
O1 -1.39470 -0.57963 0.78938
C5 0.87468 -1.56845 -1.07729
C6 0.78433 -1.81361 -2.25252
H1 -0.96663 2.95188 -0.72830
H2 -2.05477 1.64079 -0.18165
H3 -1.11967 1.45774 -1.68218
H4 0.17735 1.72256 1.09419
H5 0.99650 1.28539 -0.40593
H6 0.67889 -2.09945 0.96192
H7 1.83215 -0.75670 0.63557
H8 0.30385 -0.91733 3.09145
H9 -0.36550 -0.91109 2.76803
H10 0.72530 -2.06627 -3.28682

---

# 2
C10H14N2O | the ωB97M-V functional and the def2-TZVPD basis

Properties
HOMO level: -8.93 eV
Orbital gap: 9.61 eV
SMILES: Cn1nccc1[C@@]1(O)[C@@H]2CCC[C@@H]21
Lowest unoccupied orbital energy: 0.69 eV
Energy relative to the best compared isomer or geometry (same formula, charge and spin): 82.5 kcal per mole
Charge: 0
Electronic energy: -15621.724 eV

Atoms and positions in Å:
C1 -2.49913 1.59978 0.32730
C2 -3.82428 1.12493 0.42854
C3 -1.82691 0.48498 -0.15520
C4 2.83449 0.29781 0.21602
C5 1.89088 -0.86397 0.41453
C6 1.94241 1.46918 -0.27368
C7 0.53100 -0.16902 0.79738
C8 0.51487 1.30117 0.40202
C9 -0.33740 0.37320 -0.38056
C10 -2.42720 -1.76646 -0.68186
N1 -3.94355 -0.14906 0.14325
N2 -2.71437 -0.49583 -0.23554
O1 -0.09786 0.02803 -1.68562
H1 -2.17735 2.64558 0.24920
H2 -4.77707 1.63464 0.86816
H3 3.48576 0.41774 1.04423
H4 3.57810 -0.04114 -0.49325
H5 1.63242 -1.38336 -0.48392
H6 2.12583 -1.68190 1.26972
H7 2.44108 2.44520 0.02267
H8 1.89787 1.24943 -1.44362
H9 -0.10143 -0.59490 1.66475
H10 0.22152 2.03834 1.09376
H11 -3.04476 -2.05765 -1.49000
H12 -1.30301 -1.75928 -0.82123
H13 -2.70334 -2.52283 0.14232
H14 0.51282 0.57385 -2.16619

---

# 3
NO7S2 | the ωB97M-V functional and the def2-TZVPD basis

Properties
HOMO level: -6.06 eV
Orbital gap: 8.96 eV
Lowest unoccupied orbital energy: 2.90 eV
Energy relative to the best compared isomer or geometry (same formula, charge and spin): 0.0 kcal per mole
Charge: -1
Electronic energy: -37492.098 eV

Atoms and positions in Å:
N1 -1.62933 -1.27863 -0.83577
O1 -0.86820 -1.96802 -0.07897
O2 1.14198 -1.52558 -1.18186
O3 -1.42784 -0.10105 -0.97740
O4 1.10859 3.13170 0.03171
O5 -0.99429 2.73783 1.04361
O6 1.29853 -2.22461 1.16905
O7 0.75672 0.05863 0.70913
S1 -0.16971 2.51468 -0.08991
S2 0.78356 -1.34495 0.21042

---

# 4
C38H29BrCoN5O5S | the ωB97M-V functional and the def2-TZVPD basis

Properties
HOMO level (spin up / spin down): -3.51 / -4.87 eV
Spin multiplicity: 4
Orbital gap (spin up / spin down): 5.47 / 6.74 eV
Lowest unoccupied orbital energy (spin up / spin down): 1.97 / 1.87 eV
Energy relative to the best compared isomer or geometry (same formula, charge and spin): 77.1 kcal per mole
Charge: -1
Electronic energy: -176066.231 eV

Atoms and positions in Å:
Co1 -0.19689 1.49097 0.70979
C1 -1.10876 5.53592 0.70722
C2 -1.29105 4.06814 0.46999
N1 -0.28228 3.24588 0.14278
N2 1.02480 3.75596 0.29909
C3 1.71013 3.45447 1.43102
N3 2.83438 4.18444 1.54665
S1 1.11353 2.30262 2.56622
C4 -2.70497 3.57141 0.35408
C5 -3.78020 4.34280 0.68308
C6 -5.05830 3.76319 0.68158
C7 -5.17212 2.35980 0.60458
C8 -4.07011 1.58127 0.36040
N4 -2.84153 2.21247 0.10307
H1 -1.58484 5.84906 1.70868
H2 -1.54494 6.14639 -0.10447
H3 -0.04833 5.76969 0.82601
H4 1.50669 4.24423 -0.47629
H5 3.26165 4.67563 0.75557
H6 3.27665 4.39214 2.43727
H7 -3.57742 5.32576 1.04848
H8 -5.87648 4.40279 0.88394
H9 -6.17261 1.91532 0.66913
H10 -4.02652 0.49612 0.43543
O1 0.32082 -1.63560 -0.13295
C9 1.53949 -1.28778 -0.70262
C10 1.51684 0.13559 -1.34920
O2 1.84069 0.18446 -2.55549
O3 1.26048 1.11604 -0.57349
C11 1.67697 -2.46986 -1.65862
C12 2.67723 -2.44695 -2.66650
C13 2.60657 -3.38411 -3.71719
C14 1.64027 -4.36977 -3.67216
C15 0.81826 -4.53077 -2.57140
C16 0.83459 -3.56220 -1.54634
C17 2.73169 -1.42305 0.29304
C18 3.53322 -0.34146 0.74069
C19 4.54429 -0.52774 1.71588
C20 4.80522 -1.82042 2.19907
C21 4.02202 -2.93275 1.77146
C22 2.95286 -2.67487 0.99033
H11 0.00320 -0.97152 0.59643
H12 3.38757 -1.57359 -2.69905
H13 3.21464 -3.22584 -4.61267
H14 1.45802 -4.98168 -4.55507
H15 0.10238 -5.28704 -2.48274
H16 0.15971 -3.73011 -0.67405
H17 3.45813 0.63591 0.36076
H18 5.09308 0.34616 2.09363
H19 5.56059 -1.93665 2.99111
H20 4.22740 -3.96529 2.00029
H21 2.21080 -3.52601 0.78338
Br1 -1.56751 -4.87177 6.47779
C23 -1.41844 -3.47673 5.33364
C24 -0.26949 -2.85780 4.82520
C25 -0.24873 -1.90724 3.85735
C26 -1.48199 -1.40900 3.42294
C27 -2.69909 -1.82955 4.06288
C28 -2.68962 -2.94228 4.90865
C29 -1.59014 -0.40086 2.29335
O4 -2.66042 0.03378 1.92238
O5 -0.38334 -0.11985 1.75474
H22 0.73324 -3.23278 5.16002
H23 0.69351 -1.50796 3.47091
H24 -3.59100 -1.25151 3.92102
H25 -3.56806 -3.43558 5.32144
N5 0.87464 -0.84422 -7.34373
C30 0.19058 -0.72412 -6.38999
C31 -0.66389 -0.47463 -5.30987
C32 -1.04173 0.86157 -5.15778
C33 -1.29739 1.30560 -3.88159
C34 -1.44117 0.41804 -2.78109
C35 -1.21309 -0.94808 -2.96555
C36 -0.73804 -1.36709 -4.19836
C37 -1.68257 0.85131 -1.48919
C38 -1.82679 1.35818 -0.37178
H26 -1.03251 1.54402 -6.03787
H27 -1.34210 2.35117 -3.64900
H28 -1.29645 -1.62835 -2.10074
H29 -0.33585 -2.39388 -4.26565

---

# 5
C3H3OS | the ωB97M-V functional and the def2-TZVPD basis

Properties
HOMO level: -13.33 eV
Orbital gap: 5.66 eV
Lowest unoccupied orbital energy: -7.67 eV
Energy relative to the best compared isomer or geometry (same formula, charge and spin): 62.5 kcal per mole
Charge: +1
Electronic energy: -16030.745 eV

Atoms and positions in Å:
C1 1.17223 0.29217 -0.54243
C2 -1.87881 0.11884 0.72489
C3 1.14680 -0.91266 -0.13161
O1 1.01135 -1.90192 0.38024
S1 -2.84740 0.84458 -0.18114
H1 2.06966 0.85568 -0.59309
H2 -1.09144 -0.10962 1.40481
H3 0.41760 0.81293 -1.06167

---

# 6
C44H35IN5O7S4Tl | the ωB97M-V functional and the def2-TZVPD basis

Properties
HOMO level: -2.83 eV
Orbital gap: 6.35 eV
Lowest unoccupied orbital energy: 3.52 eV
Energy relative to the best compared isomer or geometry (same formula, charge and spin): 36.8 kcal per mole
Charge: -2
Electronic energy: -124115.828 eV

Atoms and positions in Å:
Tl1 1.06342 -0.41787 -0.62842
C1 2.28469 0.78218 2.58303
C2 0.83363 1.10070 2.41260
N1 0.39666 1.26758 1.19328
N2 -0.67880 2.10977 1.11160
C3 -1.69973 1.84543 0.42551
S1 -1.95029 0.25080 -0.29573
S2 -3.01007 3.03662 0.26229
C4 -3.44962 3.27737 2.01766
C5 -4.75731 2.62611 2.37840
C6 -5.82499 3.39555 2.82379
C7 -7.04139 2.80731 3.15241
C8 -7.19777 1.43510 3.03740
C9 -6.13134 0.65860 2.59498
C10 -4.92140 1.24612 2.26523
C11 -0.02503 1.26463 3.56603
C12 0.51303 1.77962 4.76622
C13 -0.22737 1.93326 5.90873
C14 -1.57818 1.52094 5.89000
C15 -2.13188 0.96845 4.77397
C16 -1.39308 0.77298 3.54531
O1 -1.92650 0.17117 2.57931
H1 2.79015 0.78512 1.62394
H2 2.44086 -0.17108 3.08725
H3 2.73006 1.56601 3.20020
H4 -3.50341 4.35346 2.17804
H5 -2.61510 2.88355 2.59876
H6 -5.70450 4.46999 2.90939
H7 -7.86462 3.42332 3.49363
H8 -8.14420 0.97159 3.28825
H9 -6.24006 -0.41559 2.50829
H10 -4.08383 0.63547 1.94416
H11 1.54427 2.11146 4.76641
H12 0.20762 2.36858 6.79906
H13 -2.18284 1.63355 6.78487
H14 -3.16226 0.63073 4.77158
C17 3.06300 3.90363 0.76365
C18 2.44133 4.09526 -0.58650
N3 2.26259 5.31377 -1.02683
C19 1.66998 5.49802 -2.23016
C20 1.23826 4.46660 -3.01744
C21 0.59463 4.76315 -4.34278
O2 1.38965 4.37157 -5.46759
C22 1.44166 3.13652 -2.58302
C23 0.91846 2.01702 -3.34070
N4 1.30615 0.83273 -3.08872
C24 0.70652 -0.32547 -3.57964
C25 0.40103 -0.59767 -4.90802
C26 -0.13241 -1.84040 -5.23332
C27 -0.35910 -2.78817 -4.24606
C28 -0.06656 -2.50063 -2.91123
C29 0.47641 -1.27686 -2.58673
I1 3.36884 -1.70342 0.22927
C30 2.07366 2.89816 -1.32540
O3 2.31459 1.76524 -0.79998
H15 3.48047 4.84907 1.10678
H16 3.83208 3.13112 0.73037
H17 2.30756 3.56171 1.47647
H18 1.54361 6.52669 -2.55117
H19 0.46025 5.83959 -4.44510
H20 -0.39676 4.30034 -4.40552
H21 1.67670 3.46311 -5.32223
H22 0.11470 2.20284 -4.07070
H23 0.58358 0.14777 -5.67383
H24 -0.36596 -2.06855 -6.26659
H25 -0.77055 -3.75593 -4.50520
H26 -0.26076 -3.24133 -2.14890
O4 -6.60680 1.44312 -4.48902
S3 -6.14439 1.92836 -3.21978
O5 -6.61842 3.19687 -2.75143
N5 -4.48410 1.92231 -3.18287
C31 -4.04667 1.05949 -2.33553
S4 -2.30774 0.92469 -2.21853
C32 -5.07716 0.24281 -1.61519
C33 -4.94242 -0.84088 -0.76204
C34 -6.10611 -1.42019 -0.26603
C35 -7.36408 -0.94845 -0.62261
C36 -7.49764 0.10788 -1.51705
C37 -6.33770 0.67670 -1.99190
H27 -3.98049 -1.26844 -0.50669
H28 -6.01929 -2.26454 0.40533
H29 -8.25057 -1.42264 -0.21977
H30 -8.46780 0.46495 -1.83548
O6 -2.23918 -2.65812 -0.42036
C38 -1.18295 -3.02528 0.11800
O7 -0.16020 -2.34532 0.37453
C39 -1.06668 -4.50655 0.49095
C40 0.16993 -5.05046 0.81965
C41 0.28194 -6.39880 1.13253
C42 -0.84515 -7.21138 1.13209
C43 -2.08328 -6.67053 0.80712
C44 -2.18872 -5.32570 0.47975
H31 1.03148 -4.39420 0.82734
H32 1.25086 -6.81671 1.37925
H33 -0.76062 -8.26158 1.38679
H34 -2.96469 -7.30185 0.80303
H35 -3.13824 -4.88531 0.20348